No. 1
# C30H22AsCuF6N3O2Sb

A molecular structure, C30H22AsCuF6N3O2Sb (ωB97M-V/def2-TZVPD, the OMol25 dataset).

Cartesian coordinates (Å):
Cu 0.5083 1.1078 -0.7444
O 4.5884 -0.7279 4.5303
N 5.2243 -0.2162 3.6290
O 6.4108 0.0113 3.6424
C 4.4828 0.1257 2.3976
C 5.1801 0.0805 1.2455
C 4.5378 0.3265 -0.0077
C 5.1994 0.3054 -1.2506
C 4.4886 0.5663 -2.3917
C 3.1180 0.8405 -2.2998
N 2.4830 0.8525 -1.1438
C 3.1740 0.6086 -0.0117
C 2.4474 0.6883 1.2246
N 1.1425 1.0280 1.1339
C 0.4316 1.1988 2.2306
C 0.9879 1.0236 3.4973
C 2.3012 0.6443 3.6137
C 3.0800 0.4607 2.4519
H 6.2361 -0.1518 1.2773
H 6.2597 0.0915 -1.2924
H 4.9670 0.5702 -3.3600
H 2.5268 1.0637 -3.1778
H -0.6038 1.4887 2.1063
H 0.3766 1.1834 4.3730
H 2.7366 0.4912 4.5878
C -5.5984 1.8080 -0.4237
C -5.5300 0.4397 -0.6525
C -4.3018 -0.2002 -0.6772
C -3.1422 0.5380 -0.4590
C -3.2059 1.9090 -0.2349
C -4.4401 2.5439 -0.2175
As -1.4295 -0.3292 -0.4677
C -1.5781 -1.7105 -1.7943
C -1.8373 -3.0333 -1.4529
C -1.9894 -3.9793 -2.4560
C -1.8858 -3.6057 -3.7878
C -1.6278 -2.2837 -4.1272
C -1.4713 -1.3321 -3.1311
C -1.2904 -1.2461 1.2183
C -0.1527 -2.0136 1.4666
C 0.0350 -2.5897 2.7124
C -0.9080 -2.3950 3.7150
C -2.0438 -1.6390 3.4672
C -2.2390 -1.0625 2.2176
H -6.5593 2.3048 -0.4185
H -6.4343 -0.1295 -0.8219
H -4.2451 -1.2647 -0.8739
H -2.3007 2.4913 -0.1040
H -4.4941 3.6125 -0.0621
H -1.9253 -3.3256 -0.4134
H -2.1952 -5.0089 -2.1953
H -2.0083 -4.3471 -4.5660
H -1.5506 -1.9927 -5.1658
H -1.2751 -0.2986 -3.3935
H 0.5830 -2.1642 0.6822
H 0.9138 -3.1916 2.9051
H -0.7596 -2.8431 4.6885
H -2.7842 -1.4992 4.2437
H -3.1263 -0.4719 2.0229
F 0.1084 1.6374 -2.6336
Sb 0.0511 3.6456 -2.5959
F 1.9116 3.4988 -2.3082
F -0.0883 3.2684 -0.6928
F 0.0183 5.4778 -2.3308
F -1.8056 3.4926 -2.7075
F 0.3174 3.6276 -4.4361

As for the total charge: +1. As for the spin multiplicity: 2. For the HOMO-LUMO gap (alpha / beta), the calculation gives 7.733 / 7.085 eV. For the energy above the lowest of the compared OMol25 structures with the same formula, charge and spin, the calculation gives 0.00 kJ/mol.

---

No. 2
# C30H22CoN3O6SSi

A molecular structure, C30H22CoN3O6SSi (ωB97M-V/def2-TZVPD, the OMol25 dataset).

Cartesian coordinates (Å):
Co 0.1523 -0.1556 -0.3290
S -1.9033 -1.3108 -1.0069
C -2.3964 0.3145 -0.7212
C -3.7033 0.8229 -0.7703
C -3.9165 2.1549 -0.4998
C -2.8391 2.9887 -0.1926
C -1.5839 2.4249 -0.1390
N -1.3734 1.1306 -0.3831
H -4.5162 0.1517 -1.0088
H -4.9232 2.5555 -0.5214
H -2.9755 4.0385 0.0237
H -0.7089 3.0084 0.1225
O 4.1076 -1.0325 -1.1128
C 3.0042 -1.2111 -0.6197
O 1.9745 -0.4619 -0.7975
C 2.8294 -2.4167 0.3010
C 3.9712 -2.9619 0.8725
C 3.8450 -3.9995 1.7764
C 2.6201 -4.5312 2.1331
C 1.5113 -3.9840 1.5251
C 1.5894 -2.9382 0.6215
N 0.1861 -4.5220 1.8844
O -0.7880 -3.9763 1.4103
O 0.1506 -5.4796 2.6349
N 5.0501 -4.5356 2.4310
O 4.9059 -5.4496 3.2214
O 6.1196 -4.0338 2.1498
H 4.9391 -2.5589 0.6142
H 2.5343 -5.3255 2.8559
H 0.6868 -2.5625 0.1634
C 2.2611 4.2515 2.8729
C 2.3108 3.7163 1.5946
C 1.6484 2.5267 1.3118
C 0.9193 1.8481 2.2899
C 0.9036 2.3966 3.5769
C 1.5591 3.5837 3.8688
Si 0.0619 0.1877 1.9082
C -1.7322 0.2930 2.5351
C -2.5508 -0.8380 2.4056
C -3.8776 -0.8229 2.8089
C -4.4291 0.3332 3.3453
C -3.6463 1.4704 3.4648
C -2.3159 1.4466 3.0617
C 0.9237 -0.9794 3.1463
C 0.2367 -1.8724 3.9742
C 0.9048 -2.6737 4.8912
C 2.2869 -2.6076 4.9978
C 2.9927 -1.7368 4.1778
C 2.3166 -0.9341 3.2696
H 2.7750 5.1787 3.0970
H 2.8693 4.2205 0.8150
H 1.7108 2.1119 0.3091
H 0.3771 1.8763 4.3708
H 1.5291 3.9861 4.8748
H -2.1540 -1.7399 1.9501
H -4.4843 -1.7132 2.6934
H -5.4674 0.3504 3.6561
H -4.0719 2.3835 3.8655
H -1.7284 2.3508 3.1492
H -0.8448 -1.9345 3.9209
H 0.3438 -3.3578 5.5169
H 2.8133 -3.2390 5.7039
H 4.0736 -1.6822 4.2464
H 2.8860 -0.2538 2.6436

As for the total charge: -1. As for the spin multiplicity: 2. For the HOMO-LUMO gap (alpha / beta), the calculation gives 6.601 / 6.599 eV.

---

| no. | largest force on an atom (eV/A) |
| --- | --- |
| 1 | 0.19 |
| 2 | 0.58 |